A cluster of 2 separate species, C16H10Cl4FO6S in total. Source: OMol25; level of theory: wB97M-V/def2-TZVPD.

E_HOMO (Eh): -0.1400
Charge: -1
HOMO-LUMO gap (eV): 4.8
Energy (eV): -92679.9309
Relative energy (zero: lowest compared OMol25 entry of this formula, charge and spin) (kJ/mol): 33.3
Max |F| (eV Å⁻¹): 2.9

Last column: Löwdin charge in e.
Geometry (Å):
Cl (2.95909, -3.93562, 3.35359)  0.698
C (2.48568, -2.45418, 2.64963)  -0.693
C (2.99071, -2.07362, 1.42375)  -0.633
Cl (4.12430, -2.99815, 0.57202)  0.735
C (2.42588, -0.91297, 0.72930)  -0.345
O (2.37040, -0.79131, -0.49135)  0.105
C (1.90090, 0.18517, 1.65320)  -0.377
O (2.12000, 1.36995, 1.40286)  0.061
C (1.27403, -0.32406, 2.86295)  -0.628
Cl (0.33849, 0.78193, 3.73688)  0.782
C (1.55374, -1.59666, 3.33726)  -0.707
Cl (0.78377, -2.15449, 4.74714)  0.707
C (-1.12137, -3.73990, -2.42711)  -0.078
C (-0.95260, -3.40521, -0.97365)  -0.209
O (-0.41967, -2.04767, -0.98657)  -0.047
C (-0.47945, -1.42806, 0.20638)  -0.520
C (-0.23218, 0.04242, 0.02583)  -0.305
F (-0.71207, 0.72818, 1.07571)  -0.057
S (-1.01667, 0.69080, -1.49672)  0.726
C (-0.98721, 2.45430, -1.18582)  -0.264
C (-2.03233, 3.23468, -1.69427)  -0.062
C (-2.08336, 4.59594, -1.37917)  -0.095
C (-1.08832, 5.16687, -0.57773)  -0.101
C (-0.02057, 4.38617, -0.12660)  -0.069
C (0.03694, 3.02438, -0.44302)  -0.046
O (-0.19305, 0.37878, -2.63271)  -0.308
O (-2.40096, 0.28270, -1.40471)  -0.320
O (-0.76084, -1.95674, 1.27379)  0.063
H (-1.40219, -4.78418, -2.55230)  0.067
H (-1.90032, -3.10837, -2.86579)  0.083
H (-0.19145, -3.56765, -2.97295)  0.082
H (-1.90760, -3.41117, -0.43146)  0.127
H (-0.22060, -4.05490, -0.47577)  0.124
H (-2.80995, 2.76398, -2.29649)  0.111
H (-2.91547, 5.19862, -1.74902)  0.096
H (-1.14447, 6.22212, -0.30423)  0.094
H (0.76711, 4.82059, 0.49238)  0.105
H (0.86167, 2.41734, -0.07523)  0.096

Forces on the atoms, in the same order (eV/Å):
0.0 -0.1 0.1
0.9 0.4 -2.1
-0.7 -0.8 1.5
0.3 -0.4 -0.3
-0.3 1.2 -2.3
1.3 -0.7 2.0
0.2 1.0 -1.6
0.0 -1.2 0.8
0.3 -1.5 1.3
-0.2 0.2 0.4
-0.9 2.3 -0.6
-0.1 -0.2 0.3
-0.2 -0.1 -0.3
0.5 0.8 -0.1
-0.2 -1.3 0.5
-0.6 2.7 -0.2
0.0 -2.1 -1.0
-1.1 1.1 1.2
1.3 -0.9 2.4
-0.3 0.4 -0.3
0.2 0.1 0.3
0.1 -0.2 0.0
0.1 -0.2 -0.1
-0.2 -0.1 -0.2
0.1 0.3 0.1
-0.4 0.2 -0.5
-0.6 0.3 -1.0
0.4 -0.3 -0.4
-0.1 -0.1 0.0
0.1 -0.1 0.0
-0.1 0.0 0.1
0.3 -0.1 0.0
-0.3 0.1 0.0
0.2 0.1 0.2
0.3 -0.1 0.1
0.0 -0.3 -0.1
-0.3 -0.1 -0.2
-0.2 0.0 -0.1